[1]
Computed, not measured: an isolated molecule of C4H8N2, with ωB97M-V/def2-TZVPD.

XYZ file:
```
14
Properties=species:S:1:pos:R:3
C -1.62691 0.00948 0.93303
C 0.24590 0.95760 -0.31140
C 1.32836 1.12598 -1.12498
C 0.22346 -1.50748 -0.00948
H -2.33366 -0.92260 1.00068
H -1.11228 0.31641 2.03867
H -2.29415 0.95325 0.56884
H -0.15271 1.85318 0.26224
H 1.76975 2.08248 -1.17064
H 1.49437 0.33041 -1.82622
H -0.56650 -2.30462 -0.04960
H 1.98868 -0.88949 -0.19174
N -0.43687 -0.21719 -0.01132
N 1.47256 -1.78740 -0.10809
```

As for the energy above the lowest of the compared OMol25 structures with the same formula, charge and spin: 223.7 kJ/mol. For the LUMO energy, the calculation gives 0.85 eV. Its SMILES is [H]/N=C\N(C)C=C. The calculation puts the maximum force at 0.068 hartree/bohr. For the calculated total energy, the calculation gives -266.63680 Eh. The value obtained for the orbital gap is 0.340 hartree.

natural (NBO) population analysis, charges in e, atoms 1 to 8:
1. C -0.431
2. C 0.023
3. C -0.515
4. C 0.277
5. H 0.229
6. H 0.201
7. H 0.224
8. H 0.189



[2]
Computed, not measured: a structure of composition C4H8N2, with ωB97M-V/def2-TZVPD.

XYZ file:
```
14
Properties=species:S:1:pos:R:3
C -2.02533 -1.18614 1.08404
C -0.56694 -1.04907 1.49099
C 0.42273 -0.43546 0.81916
C 1.21995 0.94756 -1.00674
H -2.41888 -2.52651 1.35634
H -2.78358 -0.30251 1.71102
H -2.00655 -0.91457 -0.27664
H -0.18772 -1.53272 2.39360
H 1.44579 -0.61205 1.15066
H -0.74562 0.49068 -0.62446
H 2.17482 0.82305 -0.52230
H 1.76553 2.04250 -2.49908
N 0.23369 0.25296 -0.35414
N 0.97398 1.58572 -2.07641
```

As for the energy above the lowest of the compared OMol25 structures with the same formula, charge and spin: 327.2 kJ/mol. For the LUMO energy, the calculation gives 0.87 eV. The calculation puts the maximum force at 0.094 hartree/bohr. For the calculated total energy, the calculation gives -266.59736 Eh. The value obtained for the orbital gap is 0.331 hartree.

natural (NBO) population analysis, charges in e, atoms 1 to 8:
1. C -0.654
2. C -0.324
3. C -0.003
4. C 0.292
5. H 0.242
6. H 0.240
7. H 0.199
8. H 0.209



[3]
Computed, not measured: an isolated molecule of C4H8N2, with ωB97M-V/def2-TZVPD.

XYZ file:
```
14
Properties=species:S:1:pos:R:3
C 1.77505 -0.77277 0.36627
C -1.67466 0.74429 -0.71708
C -0.36686 0.73434 0.00470
C 0.28000 -0.67885 0.30234
N 0.30699 1.75313 0.38775
N -0.50815 -1.69168 0.42683
H 0.02220 -2.55462 0.59596
H -0.28613 2.62935 0.18166
H 2.20099 -0.43967 -0.58388
H 2.15256 -0.13972 1.17321
H -2.46906 0.42576 -0.03739
H -1.89836 1.74560 -1.09356
H -1.62833 0.04743 -1.55851
H 2.09376 -1.80262 0.55170
```

As for the energy above the lowest of the compared OMol25 structures with the same formula, charge and spin: 60.2 kJ/mol. For the LUMO energy, the calculation gives 0.94 eV. Its SMILES is [H]/N=C(C)/C(C)=N/[H]. The calculation puts the maximum force at 0.038 hartree/bohr. For the calculated total energy, the calculation gives -266.69907 Eh. The value obtained for the orbital gap is 0.395 hartree.

natural (NBO) population analysis, charges in e, atoms 1 to 8:
1. C -0.684
2. C -0.685
3. C 0.266
4. C 0.271
5. N -0.605
6. N -0.620
7. H 0.335
8. H 0.331



[4]
Computed, not measured: a cluster of 2 separate species, C4H8N2 in total, with ωB97M-V/def2-TZVPD.

XYZ file:
```
14
Properties=species:S:1:pos:R:3
C -2.54080 -0.55616 -0.20770
C 0.88654 -0.95068 0.02262
C 2.37994 1.26642 0.17033
C 1.43020 0.26614 -0.42699
N -3.87327 -0.97016 -0.05920
N -3.29614 0.42960 -0.29239
H -1.47802 -0.76110 -0.11708
H 0.40553 -1.61532 -0.65515
H 1.09264 -1.29057 0.98330
H -4.21299 -1.07314 0.90517
H 1.74192 2.10155 0.66340
H 3.14610 1.74012 -0.54298
H 3.02252 0.99453 1.11517
H 1.29585 0.41879 -1.55850
```

As for the energy above the lowest of the compared OMol25 structures with the same formula, charge and spin: 487.0 kJ/mol. For the LUMO energy, the calculation gives 0.94 eV. Its SMILES is C1=NN1.C=CC. The calculation puts the maximum force at 0.100 hartree/bohr. For the calculated total energy, the calculation gives -266.53652 Eh. The value obtained for the orbital gap is 0.371 hartree.

natural (NBO) population analysis, charges in e, atoms 1 to 8:
1. C 0.178
2. C -0.444
3. C -0.687
4. C -0.149
5. N -0.527
6. N -0.213
7. H 0.225
8. H 0.202



[5]
Computed, not measured: an isolated molecule of C4H8N2, with ωB97M-V/def2-TZVPD.

XYZ file:
```
14
Properties=species:S:1:pos:R:3
C -0.83250 1.07142 -0.38644
C 0.02600 -0.19833 0.01488
C 1.54832 0.00986 0.07591
N -0.23715 -1.37216 -0.81124
C -0.65375 -0.15299 1.33829
N -1.38734 0.15085 2.18677
H -1.46519 1.24073 0.56757
H -1.47372 0.82664 -1.23711
H -0.18056 1.92212 -0.60878
H 1.94445 0.12316 -0.94039
H 2.05895 -0.84813 0.53626
H 1.79858 0.89976 0.65753
H 0.13325 -2.22022 -0.38234
H -1.23233 -1.52000 -0.93579
```

As for the energy above the lowest of the compared OMol25 structures with the same formula, charge and spin: 140.0 kJ/mol. For the LUMO energy, the calculation gives 0.80 eV. Its SMILES is CC(C)(N)C#N. The calculation puts the maximum force at 0.063 hartree/bohr. For the calculated total energy, the calculation gives -266.66866 Eh. The value obtained for the orbital gap is 0.407 hartree.

natural (NBO) population analysis, charges in e, atoms 1 to 8:
1. C -0.620
2. C 0.022
3. C -0.601
4. N -0.807
5. C 0.259
6. N -0.365
7. H 0.271
8. H 0.220



[6]
Computed, not measured: a structure of composition C4H8N2O, with ωB97M-V/def2-TZVPD.

XYZ file:
```
15
Properties=species:S:1:pos:R:3
C -0.64842 0.87156 0.04467
C -1.66111 -1.43072 -0.71223
N 0.85156 0.83376 0.80471
C -0.53500 -0.56940 -0.24301
N 1.97318 1.55755 0.25953
C 0.65637 -0.95268 0.27627
O 1.60355 -1.67484 0.34298
H 0.69007 1.15823 1.75246
H 2.79751 1.24552 0.77170
H 2.09944 1.20796 -0.69426
H -1.49125 1.14714 0.69023
H -0.46544 1.55161 -0.79081
H -2.53603 -1.30380 -0.07048
H -1.96760 -1.16297 -1.72566
H -1.36682 -2.47892 -0.70610
```

As for the energy above the lowest of the compared OMol25 structures with the same formula, charge and spin: 392.6 kJ/mol. For the LUMO energy, the calculation gives 0.87 eV. The calculation puts the maximum force at 0.059 hartree/bohr. For the calculated total energy, the calculation gives -341.85411 Eh. The value obtained for the orbital gap is 0.312 hartree.

natural (NBO) population analysis, charges in e, atoms 1 to 8:
1. C -0.169
2. C -0.615
3. N -0.385
4. C -0.353
5. N -0.659
6. C 0.648
7. O -0.588
8. H 0.381



[7]
Computed, not measured: an isolated molecule of C4H8N2O, with ωB97M-V/def2-TZVPD.

XYZ file:
```
15
Properties=species:S:1:pos:R:3
C -0.86848 -0.97364 -0.29881
C -0.67563 0.49892 -0.46620
C -1.53530 1.30383 -1.13480
C 1.27683 0.57602 1.17808
H 0.46525 -2.50515 -0.47056
H -0.09034 -1.88024 -1.94969
H -1.89712 -1.25398 -0.57814
H -0.76680 -1.19824 0.74065
H -2.37497 0.83838 -1.66551
H -1.41700 2.36310 -1.34095
H 0.78229 1.87107 -0.31303
H 2.04152 1.34205 1.46963
N 0.20911 -1.66293 -0.98961
N 0.46749 1.05617 0.17054
O 1.16706 -0.47006 1.77143
```

As for the energy above the lowest of the compared OMol25 structures with the same formula, charge and spin: 151.5 kJ/mol. For the LUMO energy, the calculation gives 0.94 eV. Its SMILES is C=C(CN)NC=O. The calculation puts the maximum force at 0.027 hartree/bohr. For the calculated total energy, the calculation gives -341.94593 Eh. The value obtained for the orbital gap is 0.362 hartree.

natural (NBO) population analysis, charges in e, atoms 1 to 8:
1. C -0.281
2. C 0.195
3. C -0.467
4. C 0.545
5. H 0.373
6. H 0.360
7. H 0.182
8. H 0.233



[8]
Computed, not measured: an isolated molecule of C4H8N2O, with ωB97M-V/def2-TZVPD.

XYZ file:
```
15
Properties=species:S:1:pos:R:3
O -1.95592 1.74068 -0.93899
C -0.98859 1.16261 -0.49268
N -0.57708 1.42106 0.86125
C 0.63001 1.45308 1.39104
C 0.27290 -1.43565 0.60691
C 0.63060 -0.80466 -0.73420
N -0.22640 0.28756 -1.19829
H -1.37069 1.66982 1.44533
H 1.32827 1.17286 0.57968
H 0.34668 -0.75002 1.46002
H -0.74659 -1.83550 0.60176
H 0.96493 -2.25650 0.80775
H 0.55233 -1.58176 -1.49962
H 1.67623 -0.47793 -0.73185
H -0.53668 0.23433 -2.15810
```

As for the energy above the lowest of the compared OMol25 structures with the same formula, charge and spin: 285.0 kJ/mol. For the LUMO energy, the calculation gives 0.63 eV. The calculation puts the maximum force at 0.009 hartree/bohr. For the calculated total energy, the calculation gives -341.89508 Eh. The value obtained for the orbital gap is 0.345 hartree.

natural (NBO) population analysis, charges in e, atoms 1 to 8:
1. O -0.600
2. C 0.771
3. N -0.625
4. C -0.049
5. C -0.628
6. C -0.218
7. N -0.624
8. H 0.405



[9]
Computed, not measured: an isolated molecule of C4H8N2O, with ωB97M-V/def2-TZVPD.

XYZ file:
```
15
Properties=species:S:1:pos:R:3
C 2.09235 -0.56872 0.17744
C 0.93998 0.10893 -0.50660
C -0.27505 0.46729 0.41575
N -1.19594 1.43352 -0.15241
N -1.98068 -1.08611 0.03740
C -0.77270 -0.94547 0.50534
O 0.94977 0.47062 -1.66511
H -1.01214 2.36870 0.19918
H -1.05124 1.45678 -1.16518
H -2.52614 -0.28776 -0.29818
H -2.41699 -1.99467 0.02604
H 0.11915 0.75765 1.39246
H 2.68010 -1.12123 -0.55103
H 1.71618 -1.23780 0.94280
H 2.73333 0.17827 0.64210
```

As for the energy above the lowest of the compared OMol25 structures with the same formula, charge and spin: 268.9 kJ/mol. For the LUMO energy, the calculation gives 0.90 eV. The calculation puts the maximum force at 0.029 hartree/bohr. For the calculated total energy, the calculation gives -341.90122 Eh. The value obtained for the orbital gap is 0.340 hartree.

natural (NBO) population analysis, charges in e, atoms 1 to 8:
1. C -0.730
2. C 0.613
3. C -0.278
4. N -0.871
5. N -0.735
6. C 0.071
7. O -0.560
8. H 0.374